C57H61Br2F7NO8S | ωB97M-V/def2-TZVPD

Geometry as XYZ:
```
137
Properties=species:S:1:pos:R:3:mulliken_charge:R:1
C -1.03972 4.10124 -2.76664 -0.763
C -2.20423 3.99806 -3.72773 -0.096
O -1.99159 2.90962 -4.59882 -0.080
C -3.00272 2.78017 -5.55306 -0.070
C -2.94613 1.41377 -6.20393 -0.583
O -1.62298 1.02877 -6.44594 -0.198
C -1.51221 -0.32926 -6.79891 -0.682
C -0.12211 -0.83114 -6.49683 -0.728
O 0.16730 -0.67136 -5.13588 0.159
C 1.49235 -1.02651 -4.86892 -0.823
N 1.94943 -0.58512 -3.57355 -0.270
C 1.15748 -0.99151 -2.39059 1.937
C 2.14646 -0.98935 -1.19051 -2.292
C 1.68411 -1.74860 0.04385 0.196
C 2.83581 -1.73171 1.07758 -1.231
S 2.28264 -1.72671 2.74200 1.477
O 1.12803 -2.56267 2.91139 -0.630
O 3.37738 -1.96305 3.64383 -0.740
O 1.82800 -0.21780 2.88410 -0.335
C 0.14839 0.18432 -2.01067 -0.278
O 0.07093 1.14541 -2.76657 -0.897
O -0.39478 0.02651 -0.89392 -0.778
C 0.46744 -2.34600 -2.57658 0.039
Br -1.43655 -2.36275 -2.49119 -0.115
C 1.10478 -3.49035 -2.82374 -0.010
C 2.60294 -3.62622 -2.90785 -1.059
Br 0.17497 -5.12863 -3.11895 -0.189
H -0.62625 3.10649 -2.58323 0.020
H -0.25520 4.76192 -3.13341 0.305
H -1.38692 4.50557 -1.81317 0.375
H -2.33925 4.91325 -4.32259 0.300
H -3.13150 3.82290 -3.16180 0.036
H -2.92517 3.57889 -6.30801 0.250
H -3.98575 2.87114 -5.08010 -0.063
H -3.53518 1.46074 -7.13424 0.274
H -3.45977 0.69119 -5.55785 0.368
H -2.25032 -0.93875 -6.26961 0.375
H -1.66938 -0.41093 -7.88460 0.352
H -0.05063 -1.89040 -6.78746 0.364
H 0.59257 -0.27466 -7.12030 0.354
H 1.60223 -2.12036 -5.01360 0.381
H 2.14684 -0.55942 -5.62117 0.321
H 2.90307 -0.91017 -3.48176 0.494
H 3.11784 -1.38668 -1.50531 0.427
H 2.28391 0.05772 -0.92023 0.627
H 1.45767 -2.79159 -0.16583 0.055
H 0.82399 -1.26509 0.49553 0.579
H 3.52081 -2.57179 0.97501 0.394
H 3.43211 -0.82498 0.95628 0.446
H 1.05919 -0.20389 3.48286 0.311
H 3.02751 -3.51604 -1.90808 0.107
H 2.86374 -4.62653 -3.23637 0.385
H 3.03345 -2.88900 -3.57730 0.313
F 2.68203 -6.69420 -1.89787 -0.245
C 3.24365 -7.67186 -2.62922 0.366
C 2.50025 -8.27509 -3.62473 -0.358
C 3.08978 -9.27872 -4.37976 -0.352
C 4.39865 -9.67061 -4.13141 -0.471
C 5.12373 -9.05092 -3.12230 -0.428
C 4.54836 -8.04027 -2.36485 -0.451
H 1.48206 -7.95633 -3.79862 0.342
H 2.52322 -9.75756 -5.16798 0.388
H 4.84763 -10.45409 -4.72191 0.449
H 6.14322 -9.35422 -2.92316 0.360
H 5.09781 -7.53892 -1.57917 0.429
F -0.57780 -0.18583 4.30276 -0.362
C -1.00188 -0.67663 5.49486 0.503
C -2.24497 -0.30265 5.95701 -0.667
C -2.67637 -0.80286 7.17667 -0.390
C -1.86227 -1.65567 7.90899 -0.559
C -0.61312 -2.01339 7.41955 -0.505
C -0.17368 -1.52467 6.19872 -0.112
H -2.85862 0.36816 5.37060 0.441
H -3.65068 -0.52418 7.55446 0.393
H -2.20177 -2.04108 8.86114 0.374
H 0.02453 -2.67573 7.98905 0.378
H 0.79282 -1.79743 5.79339 0.423
F 1.62716 5.13336 7.67376 -0.293
C 2.03411 4.02987 7.00273 0.225
C 1.14223 3.40397 6.15718 -0.353
C 1.55537 2.27240 5.46977 -0.298
C 2.84348 1.78260 5.64218 -0.409
C 3.72073 2.42977 6.50167 -0.504
C 3.31990 3.56786 7.18813 -0.564
H 0.14066 3.79864 6.04166 0.523
H 0.87199 1.77325 4.79781 0.408
H 3.16048 0.89698 5.10625 0.469
H 4.72287 2.04682 6.63986 0.387
H 3.98917 4.09094 7.85820 0.417
F -6.19446 2.64571 -5.32141 -0.259
C -6.96583 2.66097 -4.21599 0.499
C -8.33810 2.70061 -4.35903 -0.551
C -9.12638 2.71146 -3.21728 -0.372
C -8.53702 2.68924 -1.96080 -0.508
C -7.15376 2.65153 -1.84406 -0.543
C -6.35555 2.63332 -2.97780 -0.270
H -8.77482 2.72288 -5.34853 0.408
H -10.20405 2.73646 -3.31069 0.346
H -9.15546 2.69963 -1.07309 0.365
H -6.69092 2.63503 -0.86673 0.370
H -5.27639 2.59421 -2.90829 0.462
F -2.78622 2.58738 9.89014 -0.308
C -2.64010 3.90049 9.61667 0.241
C -1.62598 4.29892 8.76938 -0.419
C -1.48493 5.65102 8.48986 -0.078
C -2.34605 6.57682 9.06361 -0.351
C -3.35552 6.15212 9.91578 -0.424
C -3.51130 4.80195 10.19501 -0.535
H -0.96164 3.55965 8.34074 0.489
H -0.69922 5.97978 7.82418 0.364
H -2.22897 7.62862 8.84479 0.203
H -4.02483 6.87362 10.36520 0.384
H -4.29526 4.44661 10.85039 0.424
F -2.94897 9.87527 8.19418 -0.319
C -2.46478 10.15097 6.96478 0.456
C -3.16834 11.00810 6.14350 -0.467
C -2.66543 11.28972 4.88164 -0.325
C -1.47913 10.70984 4.45536 -0.516
C -0.79045 9.84688 5.29603 -0.437
C -1.28078 9.56462 6.56223 -0.302
H -4.09496 11.44453 6.49178 0.405
H -3.20407 11.96393 4.22952 0.352
H -1.09318 10.92844 3.46898 0.371
H 0.13152 9.38807 4.96565 0.370
H -0.75233 8.89723 7.23033 0.427
F 5.06703 -11.35584 -6.62906 -0.309
C 5.62714 -10.89023 -7.76567 0.387
C 4.93049 -9.97010 -8.52156 -0.361
C 5.51162 -9.49009 -9.68574 -0.309
C 6.76577 -9.93798 -10.07804 -0.544
C 7.44461 -10.86648 -9.30119 -0.287
C 6.87654 -11.34765 -8.13056 -0.461
H 3.95299 -9.63810 -8.19851 0.396
H 4.98286 -8.76291 -10.28680 0.354
H 7.21364 -9.56215 -10.98810 0.365
H 8.42085 -11.21872 -9.60608 0.348
H 7.39034 -12.06578 -7.50574 0.411
```

Orbital gap, eV: 6.593
Multiplicity: 1
Lowest unoccupied orbital energy, eV: 1.92
Total charge: -1

C57H61Ge2N4SeTi | ωB97M-V/def2-TZVPD

Geometry as XYZ:
```
126
Properties=species:S:1:pos:R:3:mulliken_charge:R:1
Ti 0.01411 0.08547 0.47000 -0.293
C -7.59544 1.07354 0.46248 -0.455
C -7.00667 -0.11307 0.04860 -0.877
C -5.62500 -0.25778 0.09005 0.205
C -4.82519 0.78750 0.54312 -1.271
C -5.42123 1.97369 0.96251 0.288
C -6.80211 2.11552 0.92301 -0.909
C -3.33522 0.64136 0.55440 1.814
C -2.63438 1.07159 -0.56638 -0.235
C -3.19805 1.72509 -1.70780 -1.700
C -2.16992 2.16611 -2.47915 -1.436
C -0.94818 1.74615 -1.85766 -0.736
N -1.24938 1.09333 -0.68207 1.213
C 0.32293 1.82675 -2.44455 1.727
C 1.40883 1.04083 -2.03691 -0.579
C 2.60260 0.81895 -2.79814 -1.783
C 3.27224 -0.21427 -2.22337 -1.175
C 2.56924 -0.57373 -1.03068 -0.432
C 3.01922 -1.46255 -0.05745 2.292
C 4.19296 -2.33468 -0.33231 -0.721
C 5.43960 -1.83282 -0.69918 -0.130
C 6.50197 -2.69248 -0.93739 -0.932
C 6.33331 -4.06453 -0.80850 -0.439
C 5.09662 -4.57416 -0.43346 -0.914
C 4.03394 -3.71461 -0.19421 -0.183
C 2.45882 -1.53554 1.23404 -0.270
N 1.28605 -0.95121 1.61400 1.046
C 1.20146 -1.05828 2.98845 0.086
C 0.08730 -0.71228 3.75570 1.819
C 0.22507 -0.81195 5.23873 -0.781
C 1.08417 0.06929 5.89440 -0.074
C 1.22769 0.01294 7.27367 -0.913
C 0.51667 -0.92740 8.00834 -0.414
C -0.33362 -1.81382 7.35940 -0.882
C -0.48123 -1.75525 5.97999 -0.008
C -1.15154 -0.31758 3.21640 -0.136
C -2.38356 -0.19918 3.92677 -1.327
C -3.35819 0.06363 3.00743 -1.913
C -2.72312 0.18478 1.73582 -0.237
N -1.38302 -0.06131 1.87971 1.092
C 2.37271 -1.72630 3.47436 -1.888
C 3.13000 -2.04925 2.39403 -1.789
N 1.42830 0.20860 -0.93474 1.242
C 0.47123 2.73051 -3.62374 -0.539
C 0.28659 4.10290 -3.45284 -0.155
C 0.41239 4.97500 -4.52604 -0.910
C 0.70862 4.48226 -5.79102 -0.518
C 0.87397 3.11670 -5.97480 -0.973
C 0.75716 2.24707 -4.89916 0.229
H -8.67117 1.18753 0.42407 0.405
H -7.62060 -0.92870 -0.31060 0.430
H -5.16242 -1.18407 -0.23183 0.384
H -4.79982 2.78836 1.31788 0.489
H -7.25665 3.04303 1.24769 0.414
H -4.25519 1.83535 -1.89549 0.705
H -2.23279 2.69257 -3.41858 0.686
H 2.88398 1.36506 -3.68351 0.896
H 4.17776 -0.68165 -2.57796 0.820
H 5.59595 -0.76091 -0.76329 0.558
H 7.46658 -2.28616 -1.21597 0.416
H 7.16346 -4.73309 -0.99606 0.415
H 4.95628 -5.64262 -0.32764 0.422
H 3.06279 -4.11143 0.08063 0.445
H 1.63219 0.80390 5.31577 0.470
H 1.89308 0.70374 7.77617 0.418
H 0.62614 -0.97151 9.08453 0.408
H -0.88112 -2.55510 7.92801 0.406
H -1.13130 -2.45894 5.47164 0.535
H -2.50044 -0.32612 4.99193 0.730
H -4.41627 0.19417 3.18024 0.695
H 2.57535 -1.94591 4.51108 0.601
H 4.08013 -2.55992 2.38156 0.632
H 0.04902 4.48962 -2.46701 0.460
H 0.28085 6.03943 -4.37384 0.436
H 0.80300 5.15940 -6.63116 0.410
H 1.08550 2.72383 -6.96106 0.442
H 0.85812 1.17928 -5.05763 0.497
C 1.07156 -3.34465 -5.60258 -1.409
C 0.18662 -2.39177 -4.80451 0.084
C 0.11812 -2.74504 -3.32273 -0.394
C -0.83169 -1.84525 -2.53102 -0.483
Ge -0.73155 -2.16129 -0.57747 2.503
C -2.27864 -3.23190 -0.02517 -0.320
C -2.39618 -4.48705 -0.89499 -0.458
C -3.45112 -5.47115 -0.39727 -0.407
C -3.51722 -6.74009 -1.24220 -1.349
H 1.09578 -3.08389 -6.66208 0.411
H 0.70632 -4.37171 -5.52075 0.343
H 2.10000 -3.32935 -5.22966 0.294
H -0.82638 -2.38968 -5.21824 0.409
H 0.56514 -1.36695 -4.90219 -0.267
H 1.12648 -2.67199 -2.89668 -0.050
H -0.18120 -3.79285 -3.21312 0.491
H -1.86650 -1.98187 -2.86212 1.032
H -0.57870 -0.80106 -2.72721 -0.266
H 0.44920 -3.16894 -0.42055 -0.486
H -3.19367 -2.63589 -0.09075 -0.418
H -2.14403 -3.50453 1.02505 0.536
H -1.42971 -5.00033 -0.94092 0.383
H -2.64001 -4.19952 -1.92403 0.247
H -4.42892 -4.97902 -0.39576 0.296
H -3.22860 -5.73073 0.64237 0.347
H -3.75264 -6.50276 -2.28339 0.314
H -4.27874 -7.43141 -0.87778 0.408
H -2.55740 -7.26336 -1.23103 0.312
C 2.09932 6.47625 -0.18048 -1.277
Ge 2.34828 5.14500 1.21410 0.826
C 1.53730 5.67729 2.90102 -1.322
C 4.23301 4.77657 1.52653 -1.213
C 1.56687 3.46995 0.50897 -0.503
Se 0.91253 2.22597 1.86304 0.124
C -0.78528 3.10860 2.20630 -0.876
H 2.62450 7.39866 0.07163 0.405
H 1.04109 6.70834 -0.31594 0.371
H 2.49809 6.10015 -1.12493 0.355
H 2.20706 6.39113 3.38298 0.419
H 1.42822 4.81631 3.56221 0.358
H 0.56660 6.15794 2.77370 0.360
H 4.70781 5.64625 1.98369 0.382
H 4.75279 4.54994 0.59433 0.373
H 4.34783 3.92984 2.20694 0.366
H 2.34721 2.93433 -0.03317 0.230
H 0.74531 3.65057 -0.18549 -0.107
H -0.60227 4.17402 2.30717 0.589
H -1.18701 2.71280 3.13619 0.264
H -1.46875 2.90945 1.38457 0.027
```

Orbital gap, eV: 5.193
Multiplicity: 1
ΔE to the lowest compared entry with this formula, charge and spin, kJ/mol: 32.6
Lowest unoccupied orbital energy, eV: -4.28
Total charge: +1